Density functional theory data (ωB97M-V/def2-TZVPD) for a 13-piece molecular cluster, H26O13 overall at a distorted geometry.

XYZ file:
```
39
Properties=species:S:1:pos:R:3
H 0.10823 0.90813 -1.88112
H -0.29825 0.14496 -0.63117
H -0.88969 2.27422 1.44309
H -1.69974 3.10665 0.46282
H -1.70453 -2.27970 0.47368
H -1.94097 -2.85952 1.85857
H -4.45063 -0.31877 0.85309
H -3.53124 -1.30152 1.55948
H 0.05053 2.48530 4.51086
H -0.10446 2.76105 3.02426
H -3.86657 -1.08611 -1.31763
H -2.62230 -0.61410 -0.58343
H 2.11889 4.68077 -3.75034
H 1.20486 3.46858 -3.67844
H 3.46224 2.91033 -3.99234
H 3.14944 2.55194 -5.43586
H -1.63374 -1.16932 3.24369
H -0.38488 -1.71265 3.91836
H 2.25569 -3.72358 -1.07368
H 2.42399 -3.25521 0.36241
H 2.41014 -1.77045 2.62443
H 1.43320 -1.13128 1.65123
H -1.92472 0.96765 -2.81656
H -1.73819 -0.37874 -3.49662
H 4.82756 0.12994 0.56672
H 3.50484 -0.01575 1.30105
O 0.14965 0.03391 -1.47737
O -1.04551 2.39984 0.50026
O -2.35331 -2.76886 0.99212
O -4.41570 -0.92115 1.60470
O 0.55482 2.53848 3.69120
O -2.90655 -1.17187 -1.31629
O 1.68418 4.09298 -3.12224
O 3.88312 2.75921 -4.84616
O -1.26147 -1.97636 3.61664
O 1.76336 -3.58604 -0.25656
O 1.66997 -1.97928 2.04345
O -2.20057 0.04556 -2.76506
O 4.45805 -0.06303 1.43575
```

Properties
E_LUMO = -0.63 eV
ΔE to the lowest compared entry with this formula, charge and spin = 112.3 kcal/mol
Frontier orbital gap = 8.82 eV


Density functional theory data (ωB97M-V/def2-TZVPD) for a 13-piece molecular cluster, H26O13 overall at a distorted geometry.

XYZ file:
```
39
Properties=species:S:1:pos:R:3
H -0.59702 -0.37152 0.21618
H -1.18076 -1.58510 -0.48844
H 3.37507 -1.54186 -1.01479
H 3.69315 -2.85457 -1.71169
H 0.25213 4.37178 0.41369
H -0.00576 3.43801 1.58484
H -1.43672 -1.38599 1.38716
H -2.58083 -1.33488 2.38639
H 2.74221 -2.04260 1.72971
H 1.89725 -2.58001 2.87307
H -2.58132 1.12881 -3.17030
H -1.73506 0.38207 -2.15232
H -0.55055 -2.72782 -2.38732
H 0.72750 -2.14214 -1.80972
H -2.35538 1.42155 3.49459
H -0.99317 1.73525 2.89792
H 0.26487 -1.33315 1.80447
H 0.49085 -2.81840 2.03468
H -0.10534 2.91498 -1.34112
H -1.11743 3.88170 -0.74853
H -2.08754 -0.36863 -4.20110
H -1.84358 -1.20515 -5.44640
H 0.72322 1.74541 0.14125
H 1.19467 0.91969 -1.04447
H 1.48253 1.42038 3.73901
H 2.56786 1.67362 2.70559
O -0.90679 -0.67435 -0.64482
O 3.93284 -1.92104 -1.70335
O 0.70707 3.85889 1.09116
O -2.39735 -1.43843 1.44585
O 2.65112 -2.80270 2.31532
O -2.50299 0.27742 -2.72532
O 0.37600 -2.56831 -2.59954
O -1.64220 1.02740 2.97980
O 0.32315 -2.17431 1.33753
O -0.78809 2.97984 -0.66389
O -2.07821 -0.31418 -5.16336
O 0.42021 1.08916 -0.49632
O 1.66440 1.91920 2.93459
```

Properties
E_LUMO = -0.64 eV
ΔE to the lowest compared entry with this formula, charge and spin = 112.0 kcal/mol
Frontier orbital gap = 9.51 eV


Density functional theory data (ωB97M-V/def2-TZVPD) for a 13-piece molecular cluster, H26O13 overall at a distorted geometry.

XYZ file:
```
39
Properties=species:S:1:pos:R:3
H 0.59899 1.14417 0.83809
H 1.61613 0.40719 -0.01767
H -0.01756 -3.50741 -0.52932
H -0.75846 -3.88182 -1.80248
H -2.27313 2.33293 -0.26818
H -1.10712 2.77030 0.60314
H -1.21912 -0.74781 4.21531
H -1.15527 -0.09540 2.84406
H 3.26981 1.57870 1.75177
H 2.42604 2.76832 1.32410
H -3.18346 -0.78510 -1.70263
H -4.31002 0.17337 -2.05223
H -2.64071 -2.98715 0.26281
H -2.35890 -1.92365 1.31143
H -0.24197 0.87638 -3.36647
H -0.58028 2.25764 -2.83009
H 1.46407 -2.40902 0.56604
H 2.17950 -3.04936 1.74425
H 0.11981 -1.33511 -2.05357
H 0.73530 -2.25744 -3.09305
H -3.60396 1.07145 1.74666
H -3.98079 2.40039 1.11265
H 4.95306 -0.50182 0.09439
H 4.76341 -1.93033 0.57753
H 1.54512 4.49074 -0.36720
H 2.90794 5.07038 -0.70891
O 0.67860 0.42130 0.20555
O 0.12668 -3.71501 -1.45942
O -1.35372 2.61822 -0.31613
O -1.30972 -0.94316 3.27583
O 2.44765 1.80496 1.30249
O -4.13079 -0.75751 -1.87809
O -2.03892 -2.77193 0.98428
O 0.00175 1.50470 -2.67740
O 2.06726 -3.12663 0.79009
O 0.91197 -1.85290 -2.23624
O -4.25281 1.78216 1.80026
O 5.29572 -1.14123 0.72900
O 2.40791 4.24648 -0.72064
```

Properties
E_LUMO = -0.51 eV
ΔE to the lowest compared entry with this formula, charge and spin = 102.5 kcal/mol
Frontier orbital gap = 8.39 eV


Density functional theory data (ωB97M-V/def2-TZVPD) for a 13-piece molecular cluster, H26O13 overall at a distorted geometry.

XYZ file:
```
39
Properties=species:S:1:pos:R:3
O -2.88455 1.11766 2.29292
H -3.11598 1.99403 2.61469
H -2.06469 1.25968 1.79266
O 1.58796 -2.12999 1.41705
H 1.92328 -1.58887 0.69820
H 0.62704 -2.00670 1.35751
O -1.98689 1.09294 -2.38816
H -2.10340 0.26483 -2.86570
H -2.76964 1.61219 -2.61412
O 1.95892 0.34259 3.18638
H 1.55504 -0.27093 2.55148
H 1.21957 0.82075 3.57339
O -1.90434 -2.99630 0.12180
H -2.72566 -2.69106 -0.28304
H -2.18448 -3.44532 0.92980
O -1.22044 -1.53986 2.25859
H -1.77795 -1.04468 1.65181
H -0.98467 -0.90117 2.93974
O 0.06097 -2.92015 -1.81259
H -0.76625 -2.75234 -1.31653
H -0.20882 -3.42673 -2.58855
O -1.59591 2.75901 -0.06274
H -2.06641 2.19646 -0.69732
H -1.96946 3.63850 -0.19165
O 0.69389 1.97687 -1.20700
H -0.21045 2.30995 -1.16305
H 0.65421 1.23060 -1.83631
O 0.14618 0.25049 0.51569
H -0.43761 0.07909 -0.23194
H 0.92827 0.66891 0.12035
O 1.01642 -0.40980 -2.67525
H 0.56870 -1.27846 -2.68261
H 1.75981 -0.54739 -2.07037
O 3.13072 -0.61751 -0.62757
H 3.96888 -0.20019 -0.39721
H 3.34146 -1.18316 -1.38241
O 2.51419 3.04402 0.62919
H 3.27823 2.46197 0.64114
H 2.04392 2.83005 -0.19826
```

Properties
E_LUMO = -0.48 eV
ΔE to the lowest compared entry with this formula, charge and spin = 47.1 kcal/mol
Frontier orbital gap = 9.49 eV


Density functional theory data (ωB97M-V/def2-TZVPD) for a 13-piece molecular cluster, H26O13 overall.

XYZ file:
```
39
Properties=species:S:1:pos:R:3
O 1.70376 -14.51357 -16.33244
H 1.15011 -13.99958 -16.93673
H 1.34685 -15.40698 -16.38403
O 1.95628 -16.35126 -14.03174
H 1.92290 -15.55608 -14.58247
H 1.87153 -15.99918 -13.12390
O -0.63622 -13.76204 -17.62007
H -1.27616 -13.82192 -16.89494
H -0.87172 -12.96722 -18.10897
O 0.55543 -15.96027 -11.62081
H 0.32391 -16.82134 -11.24191
H -0.06911 -15.84977 -12.36500
O -0.52307 -12.78638 -13.47002
H -0.14996 -11.91986 -13.66229
H -1.06921 -12.99723 -14.23330
O -0.99730 -16.18664 -13.96991
H -1.52002 -15.77002 -14.67301
H -0.43691 -16.83111 -14.43178
O -0.57025 -18.40849 -16.06714
H -1.52823 -18.34695 -16.17410
H -0.19873 -17.89339 -16.79207
O -3.96995 -17.16902 -12.72237
H -4.65847 -17.49280 -13.31239
H -3.17269 -17.67028 -12.95654
O 2.47100 -18.88960 -15.18858
H 3.23437 -18.65892 -15.72542
H 2.20607 -18.05082 -14.76795
O -1.12722 -18.29661 -11.03510
H -1.28520 -18.24765 -11.98870
H -1.06884 -19.24300 -10.87108
O -3.72977 -14.30091 -13.04110
H -3.05468 -13.82319 -12.54504
H -3.51101 -15.24433 -12.91290
O -2.78841 -14.89423 -15.83254
H -3.30533 -15.64215 -15.50967
H -3.35147 -14.13531 -15.62633
O -1.68546 -19.42730 -13.62198
H -2.22221 -20.11660 -14.02692
H -1.07610 -19.13187 -14.31741
```

Properties
E_LUMO = -0.49 eV
ΔE to the lowest compared entry with this formula, charge and spin = 30.8 kcal/mol
Frontier orbital gap = 9.91 eV


Density functional theory data (ωB97M-V/def2-TZVPD) for a 13-piece molecular cluster, H26O13 overall at a distorted geometry.

XYZ file:
```
39
Properties=species:S:1:pos:R:3
O 1.84649 1.32710 -1.86663
H 2.64418 1.54119 -2.22001
H 1.23698 1.45993 -2.71407
O -0.15165 -0.88828 -0.84109
H -0.39065 -0.33432 -1.55168
H 0.82092 -1.26165 -0.65902
O 0.95834 0.75400 0.55330
H 0.32437 1.21373 1.01401
H 1.06492 1.04008 -0.32748
O -3.57707 0.17039 1.46137
H -3.56107 -0.60619 0.99614
H -3.14136 -0.25241 2.29497
O 2.14722 3.88131 0.95831
H 2.80052 3.31070 1.35028
H 2.03204 3.54345 0.06980
O -0.89057 -1.19933 2.38875
H -0.99750 -2.00292 1.68046
H -0.78310 -0.58297 1.72105
O 1.41971 -0.54043 4.12877
H 1.97570 0.06243 3.62142
H 0.69489 -0.83183 3.55919
O 1.65997 -1.47698 -2.37168
H 0.78562 -2.01479 -1.98538
H 2.05042 -1.18240 -1.44668
O -1.87886 -3.09937 -1.26447
H -1.49772 -3.22458 -0.46280
H -1.39892 -2.92952 -1.94680
O -1.97156 2.05658 -2.19796
H -2.16927 1.49047 -2.80500
H -2.32846 2.87694 -2.63175
O 1.26062 -3.09298 1.89330
H 0.89390 -3.92484 2.29142
H 1.44456 -2.42522 2.57049
O 0.43405 0.87427 -4.07711
H 0.23491 0.18939 -3.47422
H 1.21581 0.54313 -4.49493
O -1.71288 2.19329 2.30560
H -1.63431 1.81170 1.45036
H -1.86118 1.53093 3.02979
```

Properties
E_LUMO = -0.36 eV
ΔE to the lowest compared entry with this formula, charge and spin = 160.2 kcal/mol
Frontier orbital gap = 10.15 eV